Record 1
The following is a quantum chemistry calculation of an isolated ion of composition C5H9BrFNO4P and charge -1, from the Open Molecules 2025 dataset.

Its total energy is -3566.7263 a.u. For the frontier orbital gap, the calculation gives 6.60 eV. The value obtained for the HOMO energy is -3.9 eV.

The geometry in ORCA input format:
```
! wB97M-V def2-TZVPD RIJCOSX def2/J DEFGRID3
* xyz -1 1
O 3.0440 2.2728 0.5982
C 1.9046 1.9894 -0.0864
O 1.3431 3.0833 -0.9252
C 1.2190 0.5128 0.1022
N 0.1032 0.2108 -0.8800
Br 0.9056 -0.9099 -2.1974
C -0.9511 -0.6835 -0.2448
C -2.1239 0.1206 0.5714
C -3.4917 0.2411 -0.3835
F -3.3788 1.3175 -1.4040
P 2.4318 -0.9604 0.0691
O 2.3610 -1.6737 1.6866
O 4.0883 -0.4784 -0.1649
H 0.7098 0.5152 1.1815
H -0.4193 -1.3938 0.5507
H -1.4163 -1.4005 -1.0545
H -2.4554 -0.5927 1.4679
H -1.7714 1.1860 0.9734
H -4.3974 0.5464 0.3306
H -3.6561 -0.8380 -0.8430
H 1.4973 -2.2072 1.6858
H 4.4535 -0.8577 -1.0334
*
```

Record 2
The following is a quantum chemistry calculation of one molecule with the formula C5H9BrO2, from the Open Molecules 2025 dataset.

The structure (SMILES) is C[C@@H](Br)CCOC=O. Its total energy is -2920.4017 a.u. For the frontier orbital gap, the calculation gives 11.15 eV. The value obtained for the HOMO energy is -10.4 eV. The value obtained for the energy relative to the best compared isomer or geometry (same formula, charge and spin) is 8.3 kJ/mol.

The geometry in ORCA input format:
```
! wB97M-V def2-TZVPD RIJCOSX def2/J DEFGRID3
* xyz 0 1
C -0.3041 -2.1972 -0.8388
C -0.1997 -0.8106 -1.4883
Br -2.0107 -0.1247 -1.8266
C 0.6227 0.1837 -0.6724
C -0.0070 0.6135 0.6389
O 0.8841 1.5871 1.2302
C 0.2836 2.3485 2.1738
O 0.4175 3.5323 2.2443
H -0.3577 -2.9775 -1.5975
H 0.5717 -2.3663 -0.2023
H -1.1844 -2.2497 -0.1961
H 0.2398 -0.8863 -2.4819
H 1.5711 -0.3213 -0.4421
H 0.8818 1.0736 -1.2543
H -0.9889 1.0656 0.4744
H -0.1228 -0.2272 1.3353
H -0.2971 1.7565 2.9034
*
```

Record 3
The following is a quantum chemistry calculation of a 2-piece molecular cluster, C5H9Cl overall, from the Open Molecules 2025 dataset.

Its total energy is -655.9395 a.u. For the frontier orbital gap, the calculation gives 9.99 eV. The value obtained for the HOMO energy is -9.4 eV. The value obtained for the energy relative to the best compared isomer or geometry (same formula, charge and spin) is 415.7 kJ/mol.

The geometry in ORCA input format:
```
! wB97M-V def2-TZVPD RIJCOSX def2/J DEFGRID3
* xyz 0 1
C -0.2171 -0.4209 1.2718
C 0.0761 -0.8672 -0.0594
C -0.8870 0.2487 0.1143
C 1.4344 -0.8099 -0.6609
C -0.6615 1.7042 -0.2273
Cl -2.5384 -0.4125 -0.2607
H -0.5200 -1.2053 1.8912
H 0.6224 0.0962 1.6710
H -0.9487 -2.2665 -0.3727
H 2.1968 -0.6343 0.1345
H 1.5145 0.0156 -1.3950
H 1.7064 -1.6071 -1.2594
H -0.6696 1.7416 -1.2788
H 0.2151 2.1008 0.0700
H -1.3233 2.3168 0.3615
*
```

Record 4
The following is a quantum chemistry calculation of C5H9ClN2O3PS as an isolated structure, from the Open Molecules 2025 dataset.

Its total energy is -1730.6245 a.u. For the frontier orbital gap, the calculation gives 9.45 eV. The value obtained for the HOMO energy is -13.9 eV. The value obtained for the energy relative to the best compared isomer or geometry (same formula, charge and spin) is 96.8 kJ/mol.

The geometry in ORCA input format:
```
! wB97M-V def2-TZVPD RIJCOSX def2/J DEFGRID3
* xyz 1 1
C -2.4927 0.0405 -0.1596
C 1.9212 -0.5832 -0.0384
C 0.5573 -1.3717 1.9149
C 1.8687 1.5368 -1.4392
C 0.8161 -1.5568 0.3900
N -1.2934 0.3754 -0.4019
N -3.7057 0.5587 0.0143
O 3.0741 -0.7562 0.2101
O -0.3675 -1.2211 -2.2367
O 1.3493 0.3146 -0.8548
P -0.5904 -1.1522 -0.6795
S -2.3444 -2.1557 0.0140
Cl 1.1384 -3.2716 -0.0231
H 1.5006 -1.5913 2.5262
H -0.3622 -2.0440 2.0866
H 0.4099 -0.4144 2.2458
H 2.9522 1.3204 -1.6673
H 1.9315 2.1666 -0.5589
H 1.2399 1.7540 -2.1816
H -3.9096 1.3969 -0.5189
H -4.3973 -0.1422 0.2319
H 0.4894 -1.4506 -2.5934
*
```

Record 5
The following is a quantum chemistry calculation of a 2-piece molecular cluster, C5H9ClN2S2 overall, from the Open Molecules 2025 dataset.

The structure (SMILES) is [H]/N=C\N(S)C=C.S=CCCl. Its total energy is -1561.9119 a.u. For the frontier orbital gap, the calculation gives 8.13 eV. The value obtained for the HOMO energy is -8.8 eV. The value obtained for the energy relative to the best compared isomer or geometry (same formula, charge and spin) is 0.0 kJ/mol.

The geometry in ORCA input format:
```
! wB97M-V def2-TZVPD RIJCOSX def2/J DEFGRID3
* xyz 0 1
H 0.9790 -1.7824 1.6828
N 1.6243 -2.3378 1.1213
C 2.3084 -1.6386 0.3168
N 2.3363 -0.2424 0.1575
S 3.1026 0.3888 -1.2235
C 1.7092 0.6074 1.0873
C 1.3981 1.8877 0.9146
H 2.9972 -2.1350 -0.3672
H 2.0358 0.4426 -2.0472
H 1.5193 0.1169 2.0400
H 0.9585 2.4375 1.7351
H 1.5919 2.4218 -0.0110
S -3.9530 0.9028 -1.4685
C -2.5837 0.2653 -0.9176
C -2.5004 -0.6813 0.2439
Cl -1.1063 -0.2871 1.2883
H -1.6267 0.4790 -1.4012
H -2.3472 -1.6995 -0.1271
H -3.4093 -0.6481 0.8443
*
```

Record 6
The following is a quantum chemistry calculation of one molecule with the formula C5H9ClO, from the Open Molecules 2025 dataset.

The structure (SMILES) is C=C(Cl)[C@H](C)CO. Its total energy is -731.2128 a.u. For the frontier orbital gap, the calculation gives 9.94 eV. The value obtained for the HOMO energy is -9.1 eV. The value obtained for the energy relative to the best compared isomer or geometry (same formula, charge and spin) is 375.7 kJ/mol.

The geometry in ORCA input format:
```
! wB97M-V def2-TZVPD RIJCOSX def2/J DEFGRID3
* xyz 0 1
C 1.3807 1.7013 0.8292
C 1.2148 0.5722 0.0480
Cl 2.4505 -0.6420 -0.3930
C -0.0164 -0.0911 -0.3650
C -1.3815 0.6676 -0.5348
C -0.5719 -1.3072 0.4067
O 0.3712 -2.2557 0.5816
H 0.4903 2.1652 1.0783
H 2.3856 2.0450 0.8148
H 0.4695 -0.3232 -1.2265
H -1.4942 1.1736 0.2855
H -2.3258 0.1318 -0.7733
H -1.3370 1.2851 -1.4559
H -1.4001 -1.6226 -0.4571
H -1.0155 -0.9932 1.4572
H 0.7797 -2.5069 -0.2956
*
```

Record 7
The following is a quantum chemistry calculation of one molecule with the formula C5H9ClOS, from the Open Molecules 2025 dataset.

Its total energy is -1129.3714 a.u. For the frontier orbital gap (alpha / beta), the calculation gives 8.69 / 6.75 eV. The value obtained for the HOMO energy (alpha / beta) is -8.5 / -7.2 eV. The value obtained for the energy relative to the best compared isomer or geometry (same formula, charge and spin) is 354.7 kJ/mol.

The geometry in ORCA input format:
```
! wB97M-V def2-TZVPD RIJCOSX def2/J DEFGRID3
* xyz 0 1
C -0.8573 1.3563 0.6939
C -1.9167 1.0819 -0.6116
C -1.9056 -0.3759 -0.8502
C 1.1391 -0.5787 0.3069
C 2.3019 -1.0683 -0.3799
O -3.1194 1.7172 -0.3018
S 0.8728 1.0969 0.3983
Cl -2.5518 -1.3441 0.4424
H -1.0330 2.4286 0.8923
H -1.1074 0.6857 1.6303
H -1.3050 1.6271 -1.2688
H -0.9658 -0.7939 -1.2383
H 0.7279 -1.3401 0.9149
H 2.2525 -2.2221 -0.3245
H 3.1613 -0.8764 0.0866
H 2.4064 -0.6942 -1.3886
H -3.4766 1.0870 0.3383
*
```

Record 8
The following is a quantum chemistry calculation of one molecule with the formula C5H9ClS, from the Open Molecules 2025 dataset.

The structure (SMILES) is CC1(C)[C@@H](S)[C@@H]1Cl. Its total energy is -1054.2561 a.u. For the frontier orbital gap, the calculation gives 9.95 eV. The value obtained for the HOMO energy is -9.2 eV. The value obtained for the energy relative to the best compared isomer or geometry (same formula, charge and spin) is 41.5 kJ/mol.

The geometry in ORCA input format:
```
! wB97M-V def2-TZVPD RIJCOSX def2/J DEFGRID3
* xyz 0 1
C 0.9594 0.8915 0.9548
C 0.1679 0.0886 -0.0142
C -0.4630 1.0442 -0.9877
C -0.4738 -1.1799 0.4401
S -2.1291 -1.7290 0.0804
C 0.6296 -1.2312 -0.5503
Cl 2.2715 -1.8062 -0.1607
H 1.3704 0.3145 1.8365
H 1.7861 1.2711 0.4419
H 0.4235 1.7864 1.3232
H -1.0136 1.8164 -0.4801
H -1.1141 0.5919 -1.7102
H 0.3189 1.5809 -1.5460
H -0.2087 -1.3569 1.4989
H -2.8100 -0.6342 0.4329
H 0.2851 -1.4481 -1.5596
*
```

Record 9
The following is a quantum chemistry calculation of one molecule with the formula C5H9ClS, from the Open Molecules 2025 dataset.

The structure (SMILES) is CS/C(C)=C(/C)Cl. Its total energy is -1054.2613 a.u. For the frontier orbital gap, the calculation gives 9.32 eV. The value obtained for the HOMO energy is -8.4 eV. The value obtained for the energy relative to the best compared isomer or geometry (same formula, charge and spin) is 28.0 kJ/mol.

The geometry in ORCA input format:
```
! wB97M-V def2-TZVPD RIJCOSX def2/J DEFGRID3
* xyz 0 1
C 2.0975 -1.4712 0.6006
S 1.6768 -0.6447 -0.9736
C 0.2366 0.2290 -0.4757
C 0.3586 1.7531 -0.3615
C -0.9476 -0.4646 -0.3063
C -2.2560 0.1894 -0.0602
Cl -1.0281 -2.1741 -0.5675
H 3.0433 -1.9337 0.4632
H 1.2836 -2.1604 0.9679
H 2.2255 -0.7218 1.4417
H 0.9181 2.1491 -1.2224
H -0.6274 2.2276 -0.1815
H 0.9445 1.9651 0.5363
H -2.7971 -0.2820 0.8205
H -2.1960 1.2403 0.2685
H -2.9324 0.0990 -0.9498
*
```

Record 10
The following is a quantum chemistry calculation of one molecule with the formula C5H9ClSi, from the Open Molecules 2025 dataset.

The structure (SMILES) is Cl[SiH2][C@@H]1C=CCC1. Its total energy is -945.5898 a.u. For the frontier orbital gap, the calculation gives 9.95 eV. The value obtained for the HOMO energy is -9.0 eV. The value obtained for the energy relative to the best compared isomer or geometry (same formula, charge and spin) is 89.9 kJ/mol.

The geometry in ORCA input format:
```
! wB97M-V def2-TZVPD RIJCOSX def2/J DEFGRID3
* xyz 0 1
Cl -3.2643 -0.8823 0.1320
Si -2.1145 0.8638 0.1273
C -0.4157 0.2808 -0.7382
C -0.3404 -1.2206 -0.8532
C 0.5034 -1.6724 0.0637
C 1.2025 -0.6004 0.8282
C 0.8550 0.7003 0.0289
H -2.2230 1.1811 1.6183
H -2.9527 1.8307 -0.6547
H -0.4340 0.6822 -1.7758
H -0.9603 -2.0381 -1.3116
H 0.8330 -2.6441 0.3008
H 0.7875 -0.5885 1.7791
H 2.3419 -0.6750 0.9409
H 0.7736 1.4861 0.7719
H 1.5881 1.0440 -0.7567
*
```

Record 11
The following is a quantum chemistry calculation of one molecule with the formula C5H9ClSi, from the Open Molecules 2025 dataset.

The structure (SMILES) is Cl[SiH2][C@@H]1C=CCC1. Its total energy is -945.6240 a.u. For the frontier orbital gap, the calculation gives 9.85 eV. The value obtained for the HOMO energy is -8.9 eV. The value obtained for the energy relative to the best compared isomer or geometry (same formula, charge and spin) is 0.0 kJ/mol.

The geometry in ORCA input format:
```
! wB97M-V def2-TZVPD RIJCOSX def2/J DEFGRID3
* xyz 0 1
Cl 2.7971 0.7121 0.2436
Si 1.8666 -1.0578 -0.0293
C 0.0493 -0.7165 -0.5890
C -0.1202 0.5230 -1.4124
C -0.6318 1.5182 -0.7061
C -0.8818 1.1156 0.7178
C -0.8351 -0.4143 0.6454
H 1.9237 -1.8059 1.2544
H 2.5874 -1.7697 -1.0848
H -0.3163 -1.5958 -1.1231
H 0.1476 0.5487 -2.4533
H -0.8467 2.5118 -1.0601
H -0.0857 1.5077 1.3581
H -1.8328 1.4880 1.1013
H -0.4544 -0.8580 1.5661
H -1.8414 -0.8041 0.4806
*
```

Record 12
The following is a quantum chemistry calculation of one molecule with the formula C5H9F, from the Open Molecules 2025 dataset.

The structure (SMILES) is CCC1(F)CC1. Its total energy is -295.6790 a.u. For the frontier orbital gap, the calculation gives 11.08 eV. The value obtained for the HOMO energy is -10.0 eV. The value obtained for the energy relative to the best compared isomer or geometry (same formula, charge and spin) is 212.9 kJ/mol.

The geometry in ORCA input format:
```
! wB97M-V def2-TZVPD RIJCOSX def2/J DEFGRID3
* xyz 0 1
C 0.4487 1.7672 -0.8314
C 0.8933 0.3282 -0.6868
C -0.3125 -0.6313 -0.1320
F -0.9477 -1.2283 -1.3448
C -1.0913 -0.4151 1.1499
C -0.2251 -1.6412 1.0405
H -0.2153 1.8092 -1.7196
H 1.2671 2.4832 -0.8967
H -0.0403 2.0828 0.0566
H 1.8083 0.2895 0.0026
H 1.1683 -0.2176 -1.8274
H -0.5876 0.3838 1.8004
H -2.0624 -0.6735 0.9926
H -0.6689 -2.5041 0.7136
H 0.5655 -1.8328 1.6824
*
```

Record 13
The following is a quantum chemistry calculation of an isolated ion of composition C5H9FN and charge +1, from the Open Molecules 2025 dataset.

The structure (SMILES) is F[N+]1=CCCCC1. Its total energy is -350.1349 a.u. For the frontier orbital gap, the calculation gives 10.33 eV. The value obtained for the HOMO energy is -16.0 eV. The value obtained for the energy relative to the best compared isomer or geometry (same formula, charge and spin) is 287.0 kJ/mol.

The geometry in ORCA input format:
```
! wB97M-V def2-TZVPD RIJCOSX def2/J DEFGRID3
* xyz 1 1
F 2.8662 0.1502 -0.1049
N 1.4686 0.1115 -0.0269
C 0.8066 1.3931 -0.0187
C -0.6009 1.3638 0.0856
C -1.2980 -0.0042 0.3170
C -0.5331 -1.1326 -0.4240
C 0.8528 -1.2360 0.1640
H 1.2261 2.2827 -0.4078
H -0.8687 2.2505 0.8386
H -0.9241 1.7376 -0.9970
H -1.3694 -0.3581 1.3797
H -2.3829 -0.0352 -0.0476
H -1.1883 -1.9399 -0.1128
H -0.4440 -1.1648 -1.4620
H 0.7312 -1.5930 1.1319
H 1.6579 -1.8255 -0.3150
*
```

Record 14
The following is a quantum chemistry calculation of an isolated ion of composition C5H9FN and charge +1, from the Open Molecules 2025 dataset.

The structure (SMILES) is C[C@H]1CCC=[N+]1F. Its total energy is -350.1370 a.u. For the frontier orbital gap, the calculation gives 11.51 eV. The value obtained for the HOMO energy is -16.0 eV. The value obtained for the energy relative to the best compared isomer or geometry (same formula, charge and spin) is 281.6 kJ/mol.

The geometry in ORCA input format:
```
! wB97M-V def2-TZVPD RIJCOSX def2/J DEFGRID3
* xyz 1 1
C -1.3563 -0.8172 1.2035
C -0.2870 0.3198 0.7137
C 0.3753 -0.3671 -0.4800
C 1.0715 0.7634 -1.3057
C 0.1511 1.8341 -1.0112
N -0.4830 1.7660 0.0648
F -1.3729 2.5474 0.5518
H -2.2753 -0.3427 1.6139
H -0.8949 -1.3074 1.9940
H -1.6574 -1.3606 0.3210
H 0.3106 0.5709 1.5675
H -0.4614 -0.7652 -1.1239
H 0.9133 -1.3441 -0.2359
H 1.2405 0.4724 -2.2957
H 2.0767 1.1444 -0.9565
H 0.0705 2.7774 -1.7433
*
```

Record 15
The following is a quantum chemistry calculation of an isolated ion of composition C5H9FN and charge +1, from the Open Molecules 2025 dataset.

The structure (SMILES) is C=[N+]1CC[C@H](F)C1. Its total energy is -350.2110 a.u. For the frontier orbital gap, the calculation gives 10.24 eV. The value obtained for the HOMO energy is -15.9 eV. The value obtained for the energy relative to the best compared isomer or geometry (same formula, charge and spin) is 87.2 kJ/mol.

The geometry in ORCA input format:
```
! wB97M-V def2-TZVPD RIJCOSX def2/J DEFGRID3
* xyz 1 1
C -2.0472 0.6593 0.3089
N -0.7913 0.3177 0.0990
C -0.2623 -0.9159 0.6054
C 0.9443 -1.1720 -0.1640
C 1.3878 0.1816 -0.5083
F 2.1438 0.5796 0.5749
C 0.2123 1.0837 -0.5487
H -2.5257 1.5394 -0.0691
H -2.8197 0.0689 0.7558
H -1.1664 -1.6947 0.6647
H -0.0063 -0.9376 1.7183
H 1.6669 -1.7473 0.5560
H 0.7519 -1.7476 -1.1355
H 2.2036 0.2689 -1.2492
H 0.4916 1.9872 -0.0159
H -0.1832 1.5287 -1.5924
*
```